# 1
DFT (wB97M-V/def2-TZVPD) results for a single C2H4N2O2S molecule.

Output
* max |F|: 7.10 eV/A
* energy relative to the best compared isomer or geometry (same formula, charge and spin): 411.56 kJ/mol
* E_HOMO: -8.242 eV
* HOMO-LUMO gap: 8.2 eV

Last column: Löwdin charge in e.
Element x y z (Å)
N: -2.260622 -0.501012 0.418703  0.04
C: -1.082505 -0.111341 -0.047658  -0.76
S: -0.253709 1.511365 -0.226344  0.60
N: -0.295461 -1.268767 -0.141256  0.01
O: 0.924619 -0.917345 -0.829928  -0.16
C: 1.867852 -0.142923 -0.091936  -0.30
O: 1.614440 0.017229 1.148450  -0.08
H: -2.731740 -1.406919 -0.233438  0.22
H: -3.029519 0.261402 0.360627  0.13
H: -0.047515 -1.878893 0.599943  0.13
H: 2.736139 -0.042473 -0.758365  0.15

Cartesian forces (eV/Å) of the 2 atoms listed first:
N -6.03 -0.87 -2.80
C 4.03 1.89 0.68

# 2
DFT (wB97M-V/def2-TZVPD) results for a single C2H4N2O2S molecule.

Output
* multiplicity: 3
* max |F|: 7.72 eV/A
* energy relative to the best compared isomer or geometry (same formula, charge and spin): 231.55 kJ/mol
* <S²>: 2.015
* E_HOMO (alpha / beta): -5.619 / -11.341 eV
* HOMO-LUMO gap (alpha / beta): 5.9 / 6.6 eV

Last column: Löwdin charge in e.
Element x y z (Å)
C: 1.678430 1.706619 1.235282  -0.36
C: 1.020401 0.589877 1.676793  -0.20
N: 2.047962 2.676246 0.812314  0.21
N: -0.538423 0.266803 -0.682225  -0.08
O: -1.648736 -0.056647 1.651231  -0.27
O: -1.174784 2.203659 0.805889  -0.28
S: -0.800780 0.802653 0.846381  0.62
H: 0.850211 0.593958 2.767989  0.11
H: 1.470461 -0.259277 1.169569  0.10
H: -0.064907 -0.646939 -0.734017  0.09
H: -1.167615 0.556559 -1.392349  0.06

Cartesian forces (eV/Å) of the 2 atoms listed first:
C -2.40 -5.93 3.15
C 6.99 0.33 3.27

# 3
DFT (wB97M-V/def2-TZVPD) results for a single C2H4N2O3 molecule.

Output
* max |F|: 3.09 eV/A
* energy relative to the best compared isomer or geometry (same formula, charge and spin): 680.47 kJ/mol
* E_HOMO (alpha / beta): -9.289 / -9.207 eV
* HOMO-LUMO gap (alpha / beta): 7.5 / 8.1 eV

Last column: Löwdin charge in e.
Element x y z (Å)
N: 0.411597 -0.625533 -0.903255  0.11
C: -0.525855 0.351156 -0.453348  -0.77
N: -1.511410 -0.188593 0.451268  0.12
C: 0.913565 1.084631 0.270347  -0.06
O: 0.947002 -1.423704 0.027198  0.01
O: -0.880991 1.216395 -1.297763  -0.01
O: 2.088283 0.918481 0.359010  0.13
H: 1.700425 -1.856335 -0.414372  0.14
H: -2.165807 -0.755704 -0.078533  0.09
H: -1.400552 -0.687222 1.325157  0.08
H: 0.423742 1.966428 0.714291  0.16

Cartesian forces (eV/Å) of the 2 atoms listed first:
N 1.34 0.28 -0.37
C -1.41 -1.76 -1.65

# 4
DFT (wB97M-V/def2-TZVPD) results for a single C2H4N2O4 molecule.

Output
* max |F|: 5.20 eV/A
* energy relative to the best compared isomer or geometry (same formula, charge and spin): 559.41 kJ/mol
* E_HOMO: -9.508 eV
* HOMO-LUMO gap: 10.0 eV

Last column: Löwdin charge in e.
Element x y z (Å)
O: 2.497626 0.881921 -0.187111  0.16
C: 2.406741 -0.277504 -0.173177  -0.21
O: 1.285245 -1.127667 0.359716  0.01
C: 0.059700 -0.459636 0.251346  -0.37
N: -0.977596 -1.138411 -0.101646  0.07
O: -2.227103 -0.433022 -0.083893  -0.13
N: -0.315752 0.851904 0.871174  0.05
O: -1.141915 1.570321 -0.254229  -0.21
H: 2.888405 -1.198438 -0.632626  0.17
H: -2.881973 -1.241902 -0.326187  0.20
H: 0.472553 1.640917 0.703568  0.16
H: -2.065936 0.931518 -0.426940  0.12

Cartesian forces (eV/Å) of the 2 atoms listed first:
O 0.16 0.27 0.19
C -1.42 -4.04 -0.46

# 5
DFT (wB97M-V/def2-TZVPD) results for a single C2H4N2O4S molecule.

Output
* multiplicity: 3
* max |F|: 4.49 eV/A
* energy relative to the best compared isomer or geometry (same formula, charge and spin): 0.00 kJ/mol
* <S²>: 2.022
* E_HOMO (alpha / beta): -5.258 / -10.465 eV
* HOMO-LUMO gap (alpha / beta): 5.0 / 5.5 eV

Last column: Löwdin charge in e.
Element x y z (Å)
C: -2.806894 -0.177746 -0.393129  -0.07
C: 0.320882 1.047446 0.365813  -0.50
N: 2.634433 -0.229693 -0.091740  -0.02
N: -1.607114 -0.168160 0.016826  -0.02
O: -0.997154 1.102462 0.269704  0.06
O: 1.125076 1.968009 0.351311  0.05
O: 0.933075 -1.473727 1.399767  -0.24
O: 0.558356 -1.336165 -1.037409  -0.22
S: 1.027646 -0.765536 0.175181  0.69
H: -3.079623 -1.257501 -0.483012  0.09
H: -3.549385 0.642076 -0.553328  0.09
H: 2.974198 0.225483 0.737787  0.08
H: 2.466504 0.423057 -0.757765  0.01

Cartesian forces (eV/Å) of the 2 atoms listed first:
C -3.56 -1.48 -1.03
C 1.44 0.50 0.23

# 6
DFT (wB97M-V/def2-TZVPD) results for a single C2H4N2OS molecule.

Output
* max |F|: 6.54 eV/A
* energy relative to the best compared isomer or geometry (same formula, charge and spin): 307.55 kJ/mol
* E_HOMO: -10.013 eV
* HOMO-LUMO gap: 10.0 eV

Last column: Löwdin charge in e.
Element x y z (Å)
H: 1.741987 -1.941132 -0.690972  0.07
N: 1.909253 -0.962641 -0.321392  0.06
C: 0.888213 -0.392917 0.030066  -0.77
N: 0.780350 1.033794 0.052647  0.04
S: -0.710406 -1.422434 0.242402  0.86
C: -1.896026 0.045137 -0.101544  -0.45
O: -3.128557 -0.229065 -0.273595  -0.09
H: 1.652327 1.437305 0.043802  0.05
H: 0.059496 1.269269 0.848658  0.10
H: -1.296639 1.162688 0.169926  0.13

Cartesian forces (eV/Å) of the 2 atoms listed first:
H 0.40 1.38 1.11
N 2.13 -2.40 -1.63

# 7
DFT (wB97M-V/def2-TZVPD) results for a single C2H4N2OS molecule.

Output
* max |F|: 4.42 eV/A
* energy relative to the best compared isomer or geometry (same formula, charge and spin): 547.58 kJ/mol
* E_HOMO: -9.267 eV
* HOMO-LUMO gap: 9.0 eV

Last column: Löwdin charge in e.
Element x y z (Å)
H: -3.177684 0.639957 -0.341434  0.13
N: -2.497092 -0.315497 -0.402606  0.01
C: -1.241952 -0.414210 0.059325  -0.29
N: -0.184600 0.599912 0.155545  -0.03
O: 0.940053 -0.049692 -0.568171  -0.22
C: 2.066624 -0.042728 0.249545  -0.72
S: 3.612910 -0.131767 -0.285210  0.66
H: -0.827966 -1.521265 0.305900  0.16
H: -0.603906 1.397754 -0.576495  0.20
H: 1.913613 -0.162466 1.403600  0.10

Cartesian forces (eV/Å) of the 2 atoms listed first:
H 3.42 -2.73 -0.63
N 1.49 1.74 3.04

# 8
DFT (wB97M-V/def2-TZVPD) results for a single C2H4N2OS molecule.

Output
* max |F|: 3.15 eV/A
* energy relative to the best compared isomer or geometry (same formula, charge and spin): 789.80 kJ/mol
* E_HOMO: -8.692 eV
* HOMO-LUMO gap: 6.7 eV

Last column: Löwdin charge in e.
Element x y z (Å)
C: -0.144306 -1.281404 -0.019712  -0.47
C: 0.254473 0.009017 0.764579  -0.47
N: -1.161255 -1.154782 -0.893598  0.19
N: -0.308179 1.910544 -0.824615  -0.47
O: -0.370984 2.780713 -1.650566  -0.10
S: 1.091963 1.206822 -0.319059  0.91
H: 0.760806 -1.676552 -0.521527  0.13
H: -0.429963 -2.034586 0.740753  0.14
H: -0.636170 0.492735 1.159730  0.07
H: 0.943615 -0.252508 1.564014  0.06

Cartesian forces (eV/Å) of the 2 atoms listed first:
C 0.35 1.66 0.91
C 0.43 -0.17 -0.49

# 9
DFT (wB97M-V/def2-TZVPD) results for a single C2H4N2OS2 molecule.

Output
* max |F|: 3.77 eV/A
* energy relative to the best compared isomer or geometry (same formula, charge and spin): 418.55 kJ/mol
* E_HOMO: -8.335 eV
* HOMO-LUMO gap: 8.5 eV

Last column: Löwdin charge in e.
Element x y z (Å)
C: 0.757173 1.017911 0.257036  0.00
C: 1.892072 1.764259 0.717545  -0.03
N: -0.051053 0.260756 -0.101910  -0.08
N: -0.814826 -0.370086 -0.824215  -0.30
O: -1.849927 -1.355993 1.207890  -0.55
S: -2.022088 -3.145665 -1.169949  0.34
S: -2.156977 -1.110784 -0.193674  0.59
H: -2.092331 -2.918755 -2.496037  -0.22
H: 2.438411 2.267125 -0.129807  0.12
H: 2.368325 1.076906 1.446851  0.11
H: 1.531222 2.514325 1.286269  0.03

Cartesian forces (eV/Å) of the 2 atoms listed first:
C -1.58 -1.29 -0.82
C 1.13 -1.89 -1.00

# 10
DFT (wB97M-V/def2-TZVPD) results for a single C2H4N2OS2 molecule.

Output
* max |F|: 3.52 eV/A
* energy relative to the best compared isomer or geometry (same formula, charge and spin): 197.80 kJ/mol
* E_HOMO: -8.112 eV
* HOMO-LUMO gap: 8.6 eV

Last column: Löwdin charge in e.
Element x y z (Å)
N: 0.537102 -0.526905 1.861769  0.14
C: 0.436327 0.222527 0.738466  -0.53
O: 1.015874 1.285351 0.555252  -0.03
C: -0.318146 -0.453278 -0.550277  -0.25
N: 0.054665 0.235867 -1.794070  -0.81
S: -0.296958 1.881111 -1.732212  0.51
S: -1.198252 0.631484 -2.958899  0.46
H: 0.174592 -1.433697 2.179520  0.12
H: 0.990507 0.073582 2.613072  0.14
H: -1.451246 -0.390453 -0.259594  0.13
H: 0.055533 -1.525589 -0.653027  0.12

Cartesian forces (eV/Å) of the 2 atoms listed first:
N 1.00 1.65 2.38
C 0.26 -0.92 -3.39